22
Properties=species:S:1:pos:R:3:forces:R:3 method="wB97M-V/def2-TZVPD" energy_ev=-14501.917 smiles="CO[C@@H](N)[C@](C)(N)C(=O)O" gap_ev=10.433 total_charge=0 max_force_ev_per_a=2.59 de_lowest_kj_mol=153.2 e_homo_ev=-9.8
C 1.11832 0.40577 -2.03234 -0.1 -0.1 -0.2
C 1.32967 -0.27528 1.10312 0.4 -1.0 1.8
O 0.71774 1.23685 -0.95062 -1.8 0.0 0.1
O 1.87623 0.95263 1.31116 0.4 -0.2 0.0
O 1.92064 -1.27657 1.50423 -1.2 2.0 -1.2
H 1.63681 1.62932 0.64428 -0.3 -0.8 0.1
H 1.96407 0.88899 -2.53028 -0.1 0.0 0.3
H 0.32339 0.29026 -2.77555 0.0 -0.1 0.2
H 1.44279 -0.57465 -1.67835 0.0 -0.1 -0.1
C -0.57363 -1.68865 0.21832 0.1 -0.1 -0.1
C -0.20342 -0.30113 0.77000 -0.2 -0.7 -0.5
N -0.96872 -0.12404 2.04608 0.9 0.1 -0.5
N -1.65772 0.69402 -1.10397 0.3 -0.7 -0.2
C -0.53386 0.85922 -0.22475 1.1 0.9 0.3
H -0.71530 -0.90609 2.65755 -0.2 0.2 -0.3
H -0.60590 0.69754 2.53415 -0.2 0.0 -0.2
H -2.45554 0.32581 -0.58629 0.2 0.1 -0.2
H -1.89565 1.58780 -1.52655 -0.1 -0.2 0.2
H -0.73396 1.75232 0.37861 0.6 0.1 0.2
H -0.01653 -1.93330 -0.68987 -0.1 0.2 0.1
H -0.32726 -2.47480 0.94243 0.0 0.3 0.0
H -1.64217 -1.76602 -0.01136 0.2 0.2 0.1